1.
The following is a quantum chemistry calculation of a molecular structure, C31H27ClFN3O9S2Ti, from OMol25.

```
75
Properties=species:S:1:pos:R:3:forces:R:3
Ti -1.023998 -0.397025 1.046925 0.411 0.206 0.413
O -5.130917 -1.424167 2.563263 -0.061 0.018 -0.029
S -3.806295 -1.887251 2.218448 -0.118 0.092 0.035
O -3.751985 -2.957298 1.253108 0.003 -0.084 -0.052
O -2.913784 -0.751507 1.898895 0.031 -0.039 -0.108
C -3.181405 -2.594149 3.757362 -0.003 0.006 0.067
C -4.170548 -3.088479 4.604799 -0.029 0.061 -0.099
C -3.852676 -3.710494 5.799040 0.029 0.001 0.017
C -2.523948 -3.840135 6.170886 -0.033 -0.011 0.016
C -1.532645 -3.348846 5.339946 0.098 0.026 -0.013
C -1.843835 -2.726117 4.134918 -0.172 -0.044 0.051
S -0.449652 -2.145795 3.176982 0.258 0.114 -0.370
O -0.729806 -2.510811 1.776735 -0.055 -0.216 0.088
O 0.694199 -2.784025 3.769237 0.021 -0.015 0.053
O -0.459391 -0.674977 3.241879 -0.123 -0.008 0.192
H -5.199899 -2.957132 4.301028 0.002 -0.012 0.015
H -4.642781 -4.087169 6.437801 -0.002 0.000 -0.001
H -2.257338 -4.322845 7.103516 0.010 0.004 -0.003
H -0.487771 -3.443306 5.600147 -0.010 -0.009 0.007
C 3.646245 0.858676 -4.761464 -0.009 0.014 0.015
C 4.164612 1.228535 -3.381685 -0.054 -0.097 0.002
C 5.629209 0.842703 -3.218480 0.037 0.042 -0.032
C 6.165116 1.402857 -1.912624 0.016 -0.004 0.027
C 5.230744 1.108166 -0.767819 0.033 0.038 -0.076
C 5.716186 1.239700 0.557210 -0.013 -0.015 0.038
C 4.855681 0.965945 1.599359 0.000 0.005 -0.082
F 5.331526 1.107377 2.872068 0.013 -0.004 0.012
C 3.557706 0.558225 1.424696 0.005 0.025 0.045
C 3.058965 0.408707 0.102534 -0.096 -0.010 0.050
C 1.720392 0.012716 -0.109584 0.057 0.082 -0.235
O 0.938493 -0.163009 0.912137 -0.186 -0.166 0.087
C 1.276261 -0.140372 -1.470399 0.006 0.047 0.157
C 2.111707 0.189664 -2.480816 0.002 -0.055 -0.047
N 3.400364 0.610507 -2.296519 -0.010 0.042 0.013
C 3.924431 0.713132 -0.990429 0.035 -0.012 -0.019
C -0.110986 -0.556035 -1.844979 -0.370 0.088 -0.064
O -0.402584 -0.809057 -3.011580 0.138 -0.006 -0.035
O -0.980286 -0.594133 -0.884891 0.148 -0.221 -0.045
H 4.336613 1.261018 -5.505093 -0.007 -0.001 -0.007
H 2.662315 1.283151 -4.956400 0.002 -0.018 -0.002
H 3.595823 -0.225460 -4.885146 0.000 0.007 -0.008
H 4.083823 2.317795 -3.270079 0.013 0.047 0.028
H 6.199206 1.229709 -4.067524 0.004 -0.011 -0.005
H 5.707657 -0.249408 -3.232863 -0.016 0.006 0.014
H 6.306767 2.486075 -2.016714 0.003 0.000 0.004
H 7.153868 0.986241 -1.694251 -0.008 -0.014 0.004
H 6.737680 1.541212 0.750116 -0.006 0.006 -0.001
H 2.906741 0.346299 2.260601 0.007 -0.004 -0.001
H 1.744794 0.105716 -3.490455 0.019 0.024 -0.009
C -3.655960 -1.915118 -1.845849 -0.032 0.035 -0.010
C -4.626558 -0.900741 -1.348674 0.208 0.061 0.074
N -4.338287 0.311225 -0.934143 -0.247 0.056 -0.173
C -5.532858 0.860346 -0.524102 0.129 -0.012 0.070
C -6.550738 -0.025610 -0.687889 -0.051 0.033 0.056
N -5.960694 -1.146115 -1.226490 -0.006 -0.102 -0.025
H -3.146250 -2.371621 -0.997216 -0.012 -0.031 -0.032
H -2.898006 -1.443905 -2.469043 0.007 -0.003 0.010
H -4.167229 -2.701178 -2.407421 -0.015 0.017 -0.008
H -5.577702 1.850903 -0.100892 0.000 0.013 -0.035
H -7.599088 0.015938 -0.449551 0.008 0.010 -0.001
H -6.399779 -2.036165 -1.374752 0.046 -0.004 0.019
Cl 1.681729 4.077133 -3.504348 0.021 -0.010 -0.004
C 0.761622 3.444555 -2.139041 0.034 -0.021 0.057
C 1.328749 3.423294 -0.878270 -0.028 0.053 0.024
C 0.592108 2.924528 0.187830 0.008 -0.001 -0.028
C -0.707556 2.418330 0.026822 -0.003 -0.094 -0.039
C -1.446555 1.770625 1.117829 0.020 0.069 -0.059
C -1.235043 2.451112 -1.278408 -0.047 0.070 -0.005
C -0.518175 2.957923 -2.347182 -0.063 -0.012 -0.027
H 2.340713 3.780474 -0.730017 0.008 -0.012 0.013
H 1.053749 2.877302 1.168184 0.009 -0.008 -0.008
H -2.526751 1.879789 1.005972 -0.024 -0.023 0.000
H -1.118741 2.109758 2.104167 -0.011 0.013 0.017
H -2.217173 2.021333 -1.446894 0.017 -0.016 -0.001
H -0.940128 2.950759 -3.344466 0.001 -0.009 0.005
```
Forces are in eV/Å.

Calculated values
- relative energy (zero: lowest compared OMol25 entry of this formula, charge and spin) (kcal/mol) = 1.4
- total charge = -2
- multiplicity = 3
- ⟨S²⟩ = 2.030
- HOMO energy (alpha / beta) (eV) = 0.20 / -1.97
- E_tot (hartree) = -4245.13548

=====

2.
The following is a quantum chemistry calculation of a single C3H3FP2 molecule at a distorted geometry, from OMol25.

```
9
Properties=species:S:1:pos:R:3:forces:R:3
C 0.201387 -1.274258 -0.186000 0.635 0.715 -1.344
C -0.002354 1.710939 0.121580 0.834 -0.845 0.436
C -0.413490 -1.493226 0.954325 0.308 0.679 -0.186
F -0.821710 -2.506137 1.689050 0.351 0.260 -0.740
P -0.439093 1.762944 1.689027 -0.391 -0.404 0.277
P 0.854863 0.383937 -0.788656 -0.822 0.160 0.383
H 0.628369 -1.879856 -1.044202 -0.922 -0.473 1.502
H 0.001697 2.525191 -0.570650 -0.190 0.935 -0.133
H -0.009669 0.770467 -1.864474 0.196 -1.025 -0.196
```
Forces are in eV/Å.

Calculated values
- relative energy (zero: lowest compared OMol25 entry of this formula, charge and spin) (kcal/mol) = 88.4
- total charge = 0
- HOMO energy (alpha / beta) (eV) = -8.85 / -8.10
- E_tot (hartree) = -898.47151

=====

3.
The following is a quantum chemistry calculation of 8 unconnected molecules or ions with the total composition C46H49F8N7O4S, from OMol25.

```
115
Properties=species:S:1:pos:R:3:forces:R:3
O 0.426528 1.375332 -3.105943 0.066 -0.469 0.180
C 0.897663 0.424468 -2.540284 -0.033 0.488 -0.102
O 0.650061 0.053117 -1.274992 -0.070 -0.429 -0.402
C -0.678764 0.320479 -0.769366 -0.398 0.403 0.485
C -0.602410 0.349891 0.748864 0.498 -0.147 -0.048
C -0.714277 -1.020421 1.422714 0.250 0.203 0.076
S -2.286098 -1.885344 1.152120 -0.112 -0.071 0.066
O 1.804992 -0.367835 -3.140907 0.063 0.009 0.258
C 2.211114 -1.560429 -2.450628 0.083 -0.363 -0.083
C 3.149411 -2.356461 -3.360949 -0.008 0.424 0.037
O 3.024473 -3.748304 -3.109156 0.204 -0.042 -0.019
C 3.896974 -4.285432 -2.151600 -0.083 -0.130 0.018
C 3.098162 -4.744384 -0.931294 -0.032 -0.082 0.005
F 2.270967 -5.752409 -1.312546 0.086 0.159 0.046
F 2.292743 -3.753640 -0.453587 0.174 -0.094 -0.101
C 3.992752 -5.283157 0.245358 -0.282 0.085 0.108
F 5.269000 -5.420045 -0.177536 0.079 0.045 -0.082
F 3.545917 -6.502878 0.602270 0.028 -0.063 -0.014
C 4.033482 -4.461836 1.568042 0.197 -0.033 -0.080
F 2.784410 -4.339326 2.054226 -0.068 0.060 -0.037
F 4.735367 -5.215991 2.441855 -0.047 0.083 0.041
C 4.696177 -3.057837 1.532210 0.073 -0.058 -0.011
F 6.010034 -3.163894 1.806543 -0.098 0.001 -0.035
F 4.583944 -2.507340 0.293805 -0.107 -0.044 0.117
H -1.056921 1.271556 -1.139493 0.149 -0.134 -0.124
H -1.348805 -0.476708 -1.107617 0.118 0.084 -0.100
H 0.394725 0.738012 0.996386 -0.173 0.121 0.062
H -1.318410 1.061443 1.164085 -0.111 -0.149 -0.120
H 0.118420 -1.665301 1.126522 -0.175 0.000 -0.017
H -0.636739 -0.895132 2.505964 -0.030 -0.013 -0.103
H -1.940321 -2.597389 0.074080 0.046 0.029 -0.044
H 2.709522 -1.306017 -1.514242 -0.171 0.016 0.013
H 1.341717 -2.189540 -2.246554 0.051 0.147 0.055
H 4.186944 -2.032846 -3.221067 -0.037 -0.057 -0.060
H 2.893730 -2.176740 -4.407240 -0.091 -0.179 0.120
H 4.681418 -3.588876 -1.853522 -0.069 0.065 0.028
H 4.381998 -5.180849 -2.557642 -0.085 0.099 0.012
H 4.213520 -2.408396 2.268657 0.042 -0.022 -0.099
C -3.306186 5.240099 3.629613 0.014 0.064 -0.065
C -1.933992 5.428703 3.566801 -0.030 -0.074 -0.026
C -1.117257 4.316909 3.422664 0.030 -0.024 0.004
N -1.576921 3.069980 3.347082 0.006 -0.004 -0.036
C -2.896420 2.903375 3.409372 0.010 -0.061 -0.031
C -3.798305 3.947455 3.547286 0.036 0.005 -0.012
H -3.980586 6.080199 3.738165 -0.037 -0.067 0.059
H -1.498019 6.417271 3.624314 0.022 -0.002 -0.011
H -0.039533 4.426956 3.365679 -0.003 0.032 0.001
H -3.244428 1.877718 3.340605 -0.043 0.013 0.004
H -4.861229 3.751366 3.586019 -0.001 -0.014 0.012
C -2.482963 5.968138 -0.682451 0.060 -0.035 0.069
C -1.348535 5.291586 -1.101057 -0.028 -0.005 0.016
C -1.386699 3.906837 -1.169283 -0.042 -0.025 0.013
N -2.461159 3.184608 -0.849220 0.075 0.083 -0.018
C -3.546572 3.847657 -0.454172 0.010 -0.092 0.050
C -3.608295 5.228520 -0.353292 0.017 0.021 -0.003
H -2.500041 7.046310 -0.618098 -0.035 0.027 -0.051
H -0.447680 5.824446 -1.373782 0.010 -0.011 -0.006
H -0.518185 3.347989 -1.503778 0.004 0.018 -0.029
H -4.404640 3.234331 -0.199039 -0.020 0.034 0.006
H -4.515465 5.714712 -0.018716 -0.005 -0.016 0.018
C 4.643025 -8.761543 3.379168 -0.020 0.035 -0.089
C 4.374632 -10.019525 3.890508 0.033 -0.036 0.006
C 4.930429 -10.357872 5.116287 0.045 0.034 0.041
N 5.707994 -9.541698 5.826609 -0.032 0.004 -0.026
C 5.951764 -8.334364 5.320090 -0.043 -0.063 0.046
C 5.442051 -7.896928 4.106972 0.067 -0.043 0.039
H 4.236596 -8.455686 2.423488 0.036 -0.005 -0.013
H 3.749033 -10.719166 3.353213 -0.049 0.005 0.044
H 4.745124 -11.332264 5.554666 -0.013 -0.010 -0.023
H 6.582584 -7.687801 5.920568 0.009 0.014 -0.025
H 5.671153 -6.910069 3.736573 0.048 0.035 0.040
C -5.515271 9.906189 -3.989404 -0.006 0.006 -0.010
C -5.873595 8.640964 -3.553914 0.004 0.022 -0.008
C -5.087911 8.027654 -2.589906 0.043 -0.047 0.036
N -4.003782 8.587566 -2.057644 -0.031 0.090 -0.024
C -3.670310 9.802744 -2.488441 0.017 -0.028 0.039
C -4.388563 10.502087 -3.446041 -0.018 -0.012 -0.012
H -6.102337 10.418184 -4.740843 -0.001 0.001 0.000
H -6.742342 8.135505 -3.952481 -0.002 -0.011 0.008
H -5.333213 7.034971 -2.227603 -0.015 -0.006 -0.022
H -2.780835 10.235137 -2.042941 -0.008 0.026 -0.012
H -4.069809 11.487447 -3.756874 0.012 0.001 0.004
C 1.293622 -1.180615 -8.400909 -0.011 -0.010 -0.003
C 2.486853 -1.274363 -9.099228 -0.016 0.003 0.010
C 3.665423 -0.964707 -8.436944 0.037 0.002 0.033
N 3.716673 -0.578477 -7.163864 -0.039 -0.038 -0.022
C 2.560491 -0.489756 -6.506449 0.097 0.064 -0.015
C 1.329319 -0.780174 -7.075286 -0.018 -0.013 -0.014
H 0.352523 -1.413943 -8.882271 -0.001 0.000 -0.001
H 2.507251 -1.581104 -10.136083 0.013 0.000 -0.003
H 4.618845 -1.028805 -8.950170 -0.014 -0.007 -0.025
H 2.624597 -0.166313 -5.475152 -0.068 0.056 0.001
H 0.424979 -0.689240 -6.488987 0.009 0.023 0.016
C 0.078369 -9.620708 -0.138822 -0.002 -0.004 -0.004
C -0.184271 -10.879608 0.376762 0.005 0.025 -0.003
C 0.362590 -11.217180 1.605854 0.015 -0.030 0.054
N 1.130809 -10.399173 2.322418 0.005 0.013 -0.084
C 1.372672 -9.192289 1.812838 -0.003 -0.033 0.054
C 0.873954 -8.755677 0.594846 -0.007 0.023 -0.026
H -0.329650 -9.318564 -1.094750 0.000 0.002 -0.002
H -0.799983 -11.588418 -0.159733 -0.003 -0.010 0.009
H 0.176462 -12.192628 2.042025 -0.011 -0.009 -0.027
H 1.998653 -8.544841 2.415673 -0.038 0.049 0.002
H 1.106941 -7.763008 0.233292 0.007 -0.008 0.007
C -5.116948 10.743753 4.928804 0.004 0.011 -0.002
C -3.976107 10.080844 4.506474 -0.015 0.025 0.001
C -4.006988 8.697121 4.434542 -0.036 -0.046 0.023
N -5.071794 7.963158 4.753397 0.024 0.132 -0.050
C -6.159733 8.615220 5.158178 -0.022 -0.083 0.019
C -6.234493 9.995960 5.261337 0.024 0.005 0.002
H -5.134560 11.823721 4.997169 0.000 0.001 0.000
H -3.079971 10.622105 4.236092 0.008 -0.010 -0.004
H -3.133481 8.145356 4.104231 0.029 0.035 -0.001
H -7.012621 7.996650 5.414679 -0.017 0.024 -0.002
H -7.147149 10.469465 5.595738 -0.009 -0.010 0.003
```
Forces are in eV/Å.

Calculated values
- total charge = 0
- HOMO energy (eV) = -9.02
- E_tot (hartree) = -3663.58206

=====

4.
The following is a quantum chemistry calculation of 2 unconnected molecules or ions with the total composition C8H7NO2 at a distorted geometry, from OMol25.

```
18
Properties=species:S:1:pos:R:3:forces:R:3
C -1.075986 -1.590245 -0.471535 -0.724 1.411 -2.111
C -0.802024 -0.207039 0.077086 -1.098 -0.236 -0.232
C -0.142363 0.344221 1.152132 1.720 -2.171 2.362
C -0.475952 1.693340 1.250317 1.588 0.934 1.124
C -1.275938 1.930055 0.182846 -0.190 -1.480 1.919
O -1.638248 0.775034 -0.388134 0.646 -0.474 -0.981
H -1.622619 -2.132807 0.254707 0.178 -1.169 0.822
H -1.816745 -1.519199 -1.327168 0.717 0.450 0.922
H -0.209781 -2.043331 -0.967733 -0.235 -0.271 0.918
H 0.507886 -0.187587 1.967089 -1.240 0.883 -2.151
H 0.051913 2.315518 2.028766 -1.185 -0.293 -1.323
H -1.925531 2.690745 0.014070 -1.311 2.388 -0.942
N 1.904165 -2.481804 0.534314 0.079 1.051 -0.360
C 1.932888 -1.438408 0.023650 -0.282 -1.902 1.222
C 2.023674 -0.229523 -0.644924 0.472 0.886 -1.368
C 1.028042 0.614709 -0.997718 -0.101 1.635 -0.636
O 0.564699 1.580052 -1.515382 1.240 -1.955 0.910
H 2.971920 -0.113723 -1.172377 -0.275 0.312 -0.097
```
Forces are in eV/Å.

Calculated values
- relative energy (zero: lowest compared OMol25 entry of this formula, charge and spin) (kcal/mol) = 83.3
- total charge = 0
- HOMO energy (eV) = -9.18
- E_tot (hartree) = -514.16875